*one*
ORCA calculation (the ωB97M-V functional and the def2-TZVPD basis) on a cluster of 2 separate species, C9H14O in total.

- SMILES: Cc1ccc(O)cc1.CC
- LUMO energy: 0.0317 hartree
- HOMO energy: -0.307 hartree
- Molar mass: 138.2 u

Positions of all 24 atoms, in Å:
C (-1.86009, -0.80892, 2.87883)
C (-1.69604, -0.76225, 1.38993)
C (-2.14030, 0.34401, 0.67925)
C (-1.91019, 0.48340, -0.67268)
C (-1.25249, -0.57682, -1.32029)
O (-0.97597, -0.50001, -2.66645)
C (-0.86707, -1.74337, -0.67343)
C (-1.05125, -1.78991, 0.71338)
H (-1.42694, -1.71149, 3.29866)
H (-2.90028, -0.64519, 3.17052)
H (-1.41061, 0.05178, 3.39804)
H (-2.66586, 1.16535, 1.15499)
H (-2.15997, 1.32486, -1.30527)
H (-1.41192, 0.25287, -3.00987)
H (-0.29720, -2.51738, -1.16333)
H (-0.59630, -2.60193, 1.26049)
C (3.01066, 1.34043, -1.66290)
C (3.15315, 1.18860, -0.14345)
H (3.13405, 2.35173, -2.05697)
H (3.84749, 0.80595, -2.11659)
H (2.03488, 0.97936, -1.96740)
H (3.97154, 0.53340, 0.14479)
H (2.24424, 0.71798, 0.24496)
H (3.22649, 2.11756, 0.42480)

---

*two*
ORCA calculation (the ωB97M-V functional and the def2-TZVPD basis) on a cluster of 2 separate species, C9H14O in total.

- SMILES: Cc1ccc(O)cc1.CC
- LUMO energy: 0.0253 hartree
- HOMO energy: -0.291 hartree
- Molar mass: 138.2 u

Positions of all 24 atoms, in Å:
C (2.32814, 1.30285, 1.24684)
C (1.00590, 0.69809, 1.03836)
C (0.66918, -0.65072, 1.44835)
C (-0.68508, -1.12577, 1.46568)
C (-1.71349, -0.19291, 1.03196)
O (-3.01204, -0.27080, 1.05821)
C (-1.35734, 1.23213, 0.71426)
C (0.03378, 1.64592, 0.72354)
H (2.52780, 1.48442, 2.38622)
H (2.44931, 2.38683, 0.96519)
H (3.04378, 0.65672, 0.82532)
H (1.52434, -1.23918, 1.72565)
H (-1.00518, -2.20845, 1.60167)
H (-3.37447, -1.16340, 1.35912)
H (-2.10266, 1.90988, 0.46971)
H (0.35924, 2.65877, 0.63086)
C (-0.48968, -0.71384, -2.99630)
C (0.33523, -1.09476, -1.77020)
H (0.02736, -0.17101, -3.77898)
H (-0.88863, -1.68420, -3.39439)
H (-1.29902, 0.05623, -2.75756)
H (0.09421, -2.01746, -1.20088)
H (0.21299, -0.29018, -0.93587)
H (1.31633, -1.20916, -1.85677)

---

*three*
ORCA calculation (the ωB97M-V functional and the def2-TZVPD basis) on a cluster of 2 separate species, C9H14O in total.

- SMILES: Cc1ccc(O)cc1.CC
- LUMO energy: 0.0290 hartree
- HOMO energy: -0.313 hartree
- Molar mass: 138.2 u

Positions of all 24 atoms, in Å:
C (-1.66225, 1.11933, 1.81526)
C (-0.62440, 1.05627, 0.75065)
C (-0.60644, 1.91475, -0.26215)
C (0.70334, 2.15879, -0.86031)
C (1.85646, 1.36481, -0.50688)
O (3.13060, 1.62378, -0.95615)
C (1.76357, 0.48732, 0.68079)
C (0.54528, 0.38170, 1.23845)
H (-1.28540, 1.67340, 2.72271)
H (-1.89840, 0.22514, 2.18119)
H (-2.64394, 1.67028, 1.57180)
H (-1.34016, 2.45570, -0.76357)
H (0.76496, 2.99624, -1.51730)
H (3.37108, 1.15269, -1.81521)
H (2.55988, -0.10854, 0.91185)
H (0.24064, -0.11308, 2.23503)
C (-0.13026, -2.79386, -0.42408)
C (-1.08786, -2.19435, -1.45364)
H (0.65467, -3.40870, -0.79165)
H (0.37830, -1.98722, 0.01539)
H (-0.49621, -3.43235, 0.34434)
H (-2.13406, -2.08295, -1.00447)
H (-0.82513, -1.22333, -1.83608)
H (-1.23428, -2.93582, -2.27597)

---

*four*
ORCA calculation (the ωB97M-V functional and the def2-TZVPD basis) on a cluster of 2 separate species, C9H14O in total.

- SMILES: Cc1ccc(O)cc1.CC
- LUMO energy: 0.0321 hartree
- HOMO energy: -0.305 hartree
- Molar mass: 138.2 u

Positions of all 24 atoms, in Å:
C (0.27001, 1.94747, 2.93320)
C (0.54782, 0.89116, 1.90880)
C (-0.51379, -0.05860, 1.54439)
C (-0.28436, -1.15700, 0.71868)
C (0.98462, -1.21478, 0.15979)
O (1.14493, -2.16222, -0.87421)
C (2.05824, -0.31809, 0.36580)
C (1.86846, 0.65607, 1.34482)
H (0.64903, 2.95292, 2.64110)
H (0.73623, 1.73394, 3.93969)
H (-0.82764, 2.08891, 3.13412)
H (-1.51861, 0.05269, 2.00477)
H (-0.94165, -1.97925, 0.61679)
H (2.03399, -2.32789, -1.07776)
H (2.95667, -0.39247, -0.28318)
H (2.71486, 1.23009, 1.81365)
C (-1.24252, -0.40720, -1.91030)
C (-1.62772, -0.02230, -3.30598)
H (-2.13140, -0.85833, -1.43901)
H (-0.56341, -1.30017, -1.89661)
H (-0.81034, 0.29124, -1.27128)
H (-1.04320, -0.04371, -4.22633)
H (-1.99520, 1.03433, -3.12624)
H (-2.46500, -0.63679, -3.71469)

---

Energy above the most stable structure, in eV: *one* 0.000; *two* 1.936; *three* 1.798; *four* 1.084

---

*one*
ORCA calculation (the ωB97M-V functional and the def2-TZVPD basis) on a cluster of 2 separate species, C9H14O in total.

- SMILES: Cc1ccccc1.CCO
- LUMO energy: 0.0325 hartree
- HOMO energy: -0.332 hartree
- Molar mass: 138.2 u

Positions of all 24 atoms, in Å:
C (1.25169, -0.08824, -2.61994)
C (1.28396, 0.77569, -1.30919)
C (1.97335, 0.25388, -0.23889)
C (1.75782, 0.83041, 1.05281)
C (0.94188, 1.93369, 1.15236)
C (0.39021, 2.52296, 0.07732)
C (0.49756, 1.98874, -1.17015)
H (0.41591, -0.77503, -2.57749)
H (2.08500, -0.84847, -2.68813)
H (1.32047, 0.69630, -3.33479)
H (2.43464, -0.74894, -0.30878)
H (2.14838, 0.30983, 1.89817)
H (0.82398, 2.52436, 2.03470)
H (-0.11296, 3.51867, 0.14923)
H (0.14968, 2.56790, -1.99149)
C (-1.78516, -1.12837, 0.40869)
C (-2.24808, -2.57262, 0.62033)
O (-2.59362, -2.95504, 1.91238)
H (-1.90717, -0.52693, 1.24372)
H (-2.20632, -0.74497, -0.49800)
H (-0.66556, -1.06314, 0.40041)
H (-3.13166, -2.59295, -0.10406)
H (-1.52403, -3.46811, 0.46812)
H (-3.46076, -2.30505, 2.16937)

---

*two*
ORCA calculation (the ωB97M-V functional and the def2-TZVPD basis) on a cluster of 2 separate species, C9H14O in total.

- SMILES: Cc1ccc(O)cc1.CC
- LUMO energy: 0.0327 hartree
- HOMO energy: -0.311 hartree
- Molar mass: 138.2 u

Positions of all 24 atoms, in Å:
C (-0.45878, 1.89562, -2.47730)
C (0.53528, 1.19743, -1.57939)
C (0.69329, 1.62608, -0.25866)
C (1.44842, 0.89374, 0.64274)
C (2.00966, -0.31171, 0.24005)
O (2.48876, -1.21128, 1.15273)
C (2.00171, -0.67866, -1.09121)
C (1.22722, 0.06867, -1.97360)
H (-0.88121, 2.76064, -1.98725)
H (-1.22750, 1.18320, -2.78194)
H (-0.01867, 2.22593, -3.43290)
H (0.23102, 2.54398, 0.07280)
H (1.56893, 1.20918, 1.67393)
H (2.85973, -0.75334, 1.91300)
H (2.57063, -1.53476, -1.42259)
H (1.17548, -0.28311, -2.99707)
C (-1.30268, -1.31454, 2.05871)
C (-2.73366, -1.35322, 1.52859)
H (-0.77935, -0.42159, 1.72310)
H (-1.29791, -1.52089, 3.12698)
H (-0.73936, -2.15341, 1.63569)
H (-3.21086, -2.30507, 1.74173)
H (-2.78988, -1.14433, 0.46567)
H (-3.37027, -0.61857, 2.02620)

---

Energy above the most stable structure, in eV: *one* 2.040; *two* 0.000

---

*one*
ORCA calculation (the ωB97M-V functional and the def2-TZVPD basis) on a cluster of 2 separate species, C4H11NO2S in total.

- SMILES: C[C@H](CS)NC=O.O
- LUMO energy: 0.0176 hartree
- HOMO energy: -0.336 hartree
- Molar mass: 137.2 u

Positions of all 19 atoms, in Å:
C (-0.71605, -1.91793, -0.28233)
C (0.06097, -0.56790, -0.34001)
C (-0.29642, 0.36358, 0.82889)
S (1.15594, 1.26040, 1.49744)
N (-0.09667, 0.07673, -1.62918)
C (0.99023, 0.53860, -2.30559)
O (2.14719, 0.48646, -1.95804)
H (-1.36290, -2.06216, -1.14753)
H (-1.43650, -1.92698, 0.53197)
H (0.02396, -2.70287, -0.19650)
H (1.08557, -0.83216, -0.23065)
H (-1.05884, 1.11409, 0.60615)
H (-0.75761, -0.14139, 1.67893)
H (2.14104, 0.50702, 0.98967)
H (-1.01055, 0.36447, -1.91866)
H (0.78404, 0.72648, -3.37510)
O (-3.56280, -1.05102, 1.95320)
H (-2.84336, -1.68295, 1.98718)
H (-3.17319, -0.29858, 1.50226)

---

*two*
ORCA calculation (the ωB97M-V functional and the def2-TZVPD basis) on a cluster of 2 separate species, C4H11NO2S in total.

- SMILES: O=CNCCCS.O
- LUMO energy: 0.0262 hartree
- HOMO energy: -0.334 hartree
- Molar mass: 137.2 u

Positions of all 19 atoms, in Å:
O (2.17489, 1.31699, 1.66561)
C (1.25967, 0.51071, 1.72228)
N (0.17855, 0.54462, 0.91672)
C (-0.97065, -0.34959, 1.09003)
C (-1.07447, -1.20614, -0.17755)
C (-1.50623, -0.49212, -1.44119)
S (-0.22705, 0.17177, -2.58755)
H (1.30751, -0.38067, 2.36688)
H (0.12106, 1.35045, 0.29527)
H (-0.72443, -0.94740, 1.96226)
H (-1.90572, 0.14146, 1.20344)
H (-0.13217, -1.73280, -0.30231)
H (-1.69950, -2.06675, 0.01243)
H (-2.05026, -1.20869, -2.02865)
H (-2.10642, 0.38140, -1.26108)
H (0.32742, 1.00360, -1.70000)
O (2.20227, 1.28219, -0.78597)
H (2.39252, 0.39125, -1.11044)
H (2.43300, 1.28975, 0.15985)

---

Energy above the most stable structure, in eV: *one* 0.165; *two* 0.000

---

*one*
ORCA calculation (the ωB97M-V functional and the def2-TZVPD basis) on a cluster of 2 separate species, C2H10N4O in total.

- SMILES: [H]/N=C(/N)NO.CN
- LUMO energy: 0.0257 hartree
- HOMO energy: -0.298 hartree
- Molar mass: 106.1 u

Positions of all 17 atoms, in Å:
H (0.68387, 2.02160, -1.22176)
N (0.43852, 2.13251, -0.24285)
C (0.39292, 1.02898, 0.41073)
N (0.21050, 1.04416, 1.77693)
N (1.22539, -0.11438, -0.10129)
O (1.55818, -1.13950, 0.82575)
H (0.59882, 0.28302, 2.31197)
H (0.30120, 1.95586, 2.19896)
H (2.08780, 0.19890, -0.53943)
H (1.04863, -1.91438, 0.53685)
C (-1.64947, -0.76676, -0.50404)
N (-0.75525, -1.27566, -1.46530)
H (-2.70099, -0.76336, -0.79869)
H (-1.51725, -1.26372, 0.45954)
H (-1.19836, 0.32089, -0.12394)
H (0.28879, -0.80706, -1.13287)
H (-1.01329, -0.94108, -2.39056)

---

*two*
ORCA calculation (the ωB97M-V functional and the def2-TZVPD basis) on the molecule C2H10N4O.

- SMILES: CNC(N)(N)NO
- LUMO energy: 0.0343 hartree
- HOMO energy: -0.289 hartree
- Molar mass: 106.1 u

Positions of all 17 atoms, in Å:
C (1.85997, 0.83276, 0.72315)
N (0.44431, 0.56828, 0.90175)
C (-0.42954, -0.23777, -0.01138)
N (0.15746, -1.52760, -0.29542)
N (-1.74771, -0.46299, 0.51545)
N (-0.53185, 0.66594, -1.13851)
O (-1.57578, 0.37166, -2.05524)
H (2.48237, -0.06791, 0.63101)
H (2.22022, 1.41995, 1.56694)
H (1.99292, 1.45473, -0.16083)
H (0.31298, 0.16815, 1.82810)
H (-0.47868, -2.05620, -0.88273)
H (1.01835, -1.42980, -0.82356)
H (-1.70128, -1.09304, 1.30622)
H (-2.14385, 0.42278, 0.80676)
H (0.51135, 0.94617, -1.23825)
H (-2.39124, 0.02487, -1.67348)

---

Energy above the most stable structure, in eV: *one* 0.665; *two* 0.000